Record 1
C33H43MoN4O2PSSi2 | the ωB97M-V functional and the def2-TZVPD basis

Atoms and positions in Å:
Mo -0.5585 -0.4078 -0.2020
O 1.6302 -0.4730 0.1352
C 1.6596 0.7118 0.5026
O 0.5615 1.2959 0.4748
C 2.8533 1.3935 1.0842
P 3.7907 2.5446 -0.0770
C 2.7787 4.0198 0.0795
C 1.8177 4.3540 1.0364
C 1.3061 5.6753 1.0246
C 2.0035 6.6439 0.2839
C 3.0000 6.2610 -0.6245
C 3.2691 4.9665 -0.8605
C 5.2151 3.0108 1.0191
C 6.1186 2.0286 1.3162
C 7.2255 2.2502 2.1361
C 7.4861 3.5139 2.6947
C 6.5898 4.5096 2.3788
C 5.3707 4.2369 1.6379
H 3.5422 0.5382 1.2777
H 2.6874 1.9634 2.0150
H 1.5162 3.5983 1.8657
H 0.4944 5.9911 1.6855
H 1.7240 7.7085 0.3673
H 3.4371 6.9753 -1.2866
H 4.0713 4.6838 -1.5501
H 5.9788 1.1467 0.7175
H 7.7889 1.3913 2.4747
H 8.3700 3.6501 3.3117
H 6.6097 5.5519 2.7703
H 4.6940 5.1114 1.3459
C -1.1441 -3.3723 -2.8797
Si -1.0075 -1.5423 -3.3923
C -2.2875 -1.3214 -4.7894
C 0.6415 -0.9503 -4.1277
N -1.3939 -0.5600 -1.8722
C -1.8128 0.8277 -1.8228
C -1.5356 1.7532 -2.9372
C -2.1155 3.0150 -3.0114
C -2.9656 3.3720 -1.9129
C -3.1599 2.6009 -0.7989
C -2.5513 1.2989 -0.7709
N -2.5568 0.4056 0.3181
Si -3.9036 -0.8894 0.7840
C -3.3737 -0.8203 2.5627
C -5.4900 -0.1020 0.1902
C -3.7945 -2.6292 0.0711
H -1.3969 -3.6208 -1.8608
H -0.2042 -3.8706 -3.1811
H -1.9907 -3.6237 -3.5263
H -1.9887 -2.0159 -5.5855
H -2.2765 -0.2617 -5.0273
H -3.3170 -1.4621 -4.5622
H 0.5767 -0.0674 -4.7202
H 1.0534 -1.8894 -4.6669
H 1.4561 -0.7298 -3.4224
H -0.9198 1.2666 -3.7721
H -2.1246 3.6688 -3.8597
H -3.5943 4.2395 -1.9611
H -3.7841 2.8728 0.0077
H -3.9349 -1.4402 3.2373
H -3.3430 0.2248 2.8769
H -2.2687 -1.0475 2.6696
H -6.3834 -0.5852 0.6185
H -5.6825 0.1645 -0.8593
H -5.5958 0.8190 0.7967
H -3.4923 -2.4358 -0.9931
H -4.8689 -2.7393 -0.1376
H -3.1465 -3.3207 0.5701
H -2.1317 0.8881 1.1049
N 1.6101 -3.3708 -0.1413
C 0.5516 -3.6797 0.5960
S -0.5864 -2.4410 1.0810
N 0.3331 -4.8903 0.9922
C -0.8119 -5.3799 1.8289
C -0.8698 -4.9622 3.1249
C -1.9952 -5.4522 3.8160
C -3.0175 -6.1460 3.1653
C -2.7941 -6.6717 1.9326
C -1.6729 -6.2576 1.1626
H 1.9097 -2.4333 -0.1155
H 2.3803 -4.0434 -0.2053
H 1.0955 -5.5117 0.7832
H -0.1139 -4.3082 3.5439
H -2.2458 -5.2582 4.8581
H -3.9531 -6.3276 3.6053
H -3.5745 -7.2163 1.4291
H -1.4678 -6.6153 0.1517

Its relative energy (zero: lowest compared OMol25 entry of this formula, charge and spin) is 0.0 kcal/mol. Its strongest force on any atom is 3.7 eV/A. The charge is +2. The calculation puts the HOMO-LUMO gap (alpha / beta) at 5.480 / 5.710 eV.

Want to see where the charge sits? The Mulliken charges in e are: Mo -0.607; O -0.744; C 0.931; O -0.823; C -0.795; P -0.298; C 0.937; C 0.181; C -0.804; C -0.385; C -0.519; C -0.660; C 0.633; C -0.546; C -0.557; C -0.483; C -0.481; C -0.014; H 0.508; H 0.529; H 0.024; H 0.389; H 0.414; H 0.423; H 0.370; H 0.393; H 0.362; H 0.395; H 0.337; H 0.035; C -0.887; Si 0.047; C -1.241; C -1.101; N 0.657; C 0.953; C -0.387; C -1.148; C -0.493; C -0.880; C 0.494; N -0.053; Si 0.238; C -1.046; C -1.244; C -0.373; H 0.040; H 0.396; H 0.379; H 0.374; H 0.378; H 0.423; H 0.451; H 0.346; H 0.348; H 0.162; H 0.540; H 0.483; H 0.583; H 0.480; H 0.372; H 0.204; H 0.410; H 0.375; H 0.358; H -0.010; H 0.464; H 0.021; H 0.659; N -0.266; C 0.369; S 0.291; N -0.071; C 0.146; C -0.113; C -0.586; C -0.641; C -0.487; C -0.562; H 0.299; H 0.268; H 0.234; H 0.506; H 0.367; H 0.518; H 0.386; H 0.426

=====

Record 2
C33H44AuN2OP2SSi2 | the ωB97M-V functional and the def2-TZVPD basis

Atoms and positions in Å:
Au -1.7242 0.1869 0.1375
C -3.8685 -2.1739 1.6616
Si -2.2514 -3.0105 1.2686
C -2.5030 -4.6064 0.4571
C -1.3415 -3.3743 2.8817
N -1.2907 -1.9236 0.1909
P 0.1205 -1.7323 -0.5909
C 0.6589 -0.0935 -0.5647
P 0.6204 1.6461 -0.5020
N -0.9133 2.1298 -0.4242
Si -2.0356 3.1302 -1.4129
C -1.1648 4.7311 -1.7480
C -3.4828 3.2943 -0.2835
C -2.4809 2.3129 -3.0252
C 1.4421 2.4092 -1.9018
C 2.1345 3.5854 -1.6875
C 2.6238 4.3549 -2.6707
C 2.4604 3.9514 -3.9764
C 1.7849 2.7634 -4.2828
C 1.2256 2.0374 -3.2285
C 1.5944 2.1226 0.8885
C 1.2665 3.2687 1.5741
C 2.0385 3.6017 2.6414
C 3.1300 2.8000 3.0316
C 3.4753 1.6809 2.3270
C 2.6756 1.3257 1.2520
C 1.4531 -2.7437 0.1256
C 2.1701 -3.5774 -0.6948
C 2.9479 -4.5745 -0.1290
C 3.1537 -4.5811 1.2648
C 2.5676 -3.6354 2.0915
C 1.7058 -2.6994 1.5034
C 0.0162 -2.1467 -2.2982
C -1.0065 -2.9795 -2.7464
C -1.0852 -3.3393 -4.0868
C -0.0468 -3.0022 -4.9224
C 0.9658 -2.1642 -4.4814
C 1.0429 -1.7442 -3.1366
H -4.5323 -2.9053 2.1536
H -3.6549 -1.3864 2.3912
H -4.3112 -1.7923 0.7525
H -3.2998 -5.1437 0.9665
H -2.7696 -4.4252 -0.5845
H -1.5909 -5.1461 0.4706
H -1.9784 -3.6361 3.6890
H -0.6238 -4.2367 2.8710
H -0.8562 -2.4201 3.2297
H -0.8239 5.3046 -0.8850
H -0.3342 4.6454 -2.4539
H -1.8215 5.4635 -2.2474
H -3.1486 3.5224 0.7349
H -4.2960 4.0035 -0.5557
H -3.9882 2.2769 -0.2194
H -1.8056 2.1943 -3.8207
H -2.8255 1.2870 -2.7408
H -3.3865 2.7801 -3.4249
H 2.3581 3.8539 -0.6086
H 3.1584 5.2597 -2.4481
H 3.0511 4.4662 -4.7289
H 1.7906 2.4193 -5.3190
H 0.6522 1.1554 -3.5110
H 0.3831 3.8180 1.2992
H 1.7933 4.4537 3.2928
H 3.7409 3.0897 3.9104
H 4.3432 1.0778 2.5792
H 2.8931 0.4011 0.6938
H 2.1268 -3.5201 -1.7576
H 3.4147 -5.3345 -0.7288
H 3.7503 -5.3516 1.7598
H 2.8667 -3.5809 3.1460
H 1.1078 -2.0571 2.1444
H -1.7575 -3.2858 -2.0392
H -1.9933 -3.8228 -4.4212
H -0.0407 -3.3002 -5.9387
H 1.7711 -1.8936 -5.1424
H 1.8735 -1.1404 -2.7064
C 0.1461 0.0090 5.1773
S -0.4353 0.9271 3.8061
C -2.0855 1.3172 4.3040
O -0.6336 -0.0566 2.6999
H -0.5117 -0.8231 5.4058
H 0.2305 0.6844 6.0252
H 1.1519 -0.3927 5.0299
H -2.0424 1.8869 5.2027
H -2.5143 0.3191 4.5512
H -2.6218 1.8053 3.4935

The expectation value of S² is 2.013. Its relative energy (zero: lowest compared OMol25 entry of this formula, charge and spin) is 0.0 kcal/mol. Its strongest force on any atom is 4.0 eV/A. The charge is +1. The calculation puts the HOMO-LUMO gap (alpha / beta) at 8.640 / 7.277 eV. The spin multiplicity is 3.

Want to see where the charge sits? The Mulliken charges in e are: Au 0.368; C -1.094; Si 0.214; C -1.226; C -0.730; N 0.056; P 3.061; C -1.934; P 2.846; N -0.103; Si -0.226; C -0.966; C -0.883; C -0.994; C 0.020; C -0.182; C -0.838; C -0.490; C -1.158; C 0.060; C 0.008; C -0.038; C -0.710; C -0.544; C -0.829; C -0.417; C 0.328; C -0.697; C -0.887; C -0.550; C -1.070; C -0.176; C 0.490; C -0.741; C -0.568; C -0.694; C -0.862; C -0.853; H 0.381; H 0.224; H 0.290; H 0.378; H 0.352; H 0.365; H 0.513; H 0.334; H -0.137; H 0.357; H 0.241; H 0.447; H 0.245; H 0.380; H 0.239; H 0.409; H 0.217; H 0.439; H 0.025; H 0.464; H 0.380; H 0.450; H 0.732; H 0.354; H 0.400; H 0.369; H 0.480; H 0.282; H 0.432; H 0.467; H 0.379; H 0.419; H 0.619; H 0.136; H 0.448; H 0.445; H 0.468; H 0.595; C -1.252; S 0.652; C -1.101; O -0.510; H 0.377; H 0.484; H 0.337; H 0.478; H 0.301; H 0.221

=====

Number 1 is which compound? C33H43MoN4O2PSSi2

=====

Among the records above, which one has the highest strongest force on any atom? C33H44AuN2OP2SSi2